# 1
The following is a quantum chemistry calculation of a cluster of 7 separate species, C32H83N5O11 in total, from the Open Molecules 2025 dataset.

Computed properties:
2S+1	2
net charge	-1
expectation value of S²	0.750
highest occupied orbital energy (spin up / spin down)	0.7 / -6.7	eV
LUMO energy (spin up / spin down)	2.1 / 2.0	eV
HOMO-LUMO gap (spin up / spin down)	1.3 / 8.7	eV

Each line ends with the Mulliken charge.
Geometry (Å):
C: -7.685 4.990 1.757  -0.319
O: -8.664 4.074 2.261  -0.398
C: -8.435 3.777 3.647  -0.557
C: -7.379 2.618 3.861  -0.587
O: -6.107 3.139 3.544  0.008
C: -4.955 2.401 3.681  -1.088
C: -3.676 3.178 3.311  -0.393
O: -3.225 2.943 1.856  -0.318
C: -4.097 3.636 0.888  -1.000
H: -7.240 5.681 2.472  0.282
H: -8.152 5.529 0.933  0.293
H: -6.892 4.426 1.266  -0.006
H: -9.367 3.401 4.067  0.373
H: -8.210 4.679 4.217  0.346
H: -7.590 1.818 3.151  0.336
H: -7.511 2.179 4.850  0.395
H: -4.988 1.513 3.050  0.355
H: -4.760 1.996 4.673  0.427
H: -2.821 2.760 3.842  0.313
H: -3.906 4.228 3.492  0.363
H: -5.129 3.287 0.905  0.249
H: -3.835 3.287 -0.111  0.375
H: -3.884 4.694 0.739  0.364
C: 3.209 -0.651 -5.934  -1.133
O: 3.843 0.309 -5.139  -0.014
C: 4.973 -0.234 -4.346  -0.962
C: 5.511 0.962 -3.561  -0.036
O: 6.950 0.715 -3.266  -0.133
C: 7.566 1.667 -2.400  0.118
C: 8.689 0.933 -1.756  -1.021
O: 9.518 0.362 -2.753  -0.268
C: 9.304 -1.005 -2.904  -0.952
H: 3.863 -1.140 -6.657  0.358
H: 2.349 -0.116 -6.335  0.211
H: 2.736 -1.373 -5.269  0.325
H: 5.723 -0.608 -5.043  0.335
H: 4.619 -1.032 -3.694  0.325
H: 5.071 1.071 -2.570  0.093
H: 5.333 1.871 -4.135  0.229
H: 6.860 2.143 -1.719  0.170
H: 8.049 2.511 -2.894  0.218
H: 8.324 0.261 -0.979  0.426
H: 9.406 1.500 -1.162  0.412
H: 9.260 -1.046 -3.992  0.236
H: 8.482 -1.531 -2.418  0.393
H: 10.116 -1.605 -2.494  0.336
C: -5.630 -6.660 -0.159  -1.515
C: -5.208 -5.438 -0.961  0.806
C: -3.703 -5.059 -0.810  -0.999
O: -3.169 -4.461 0.348  -0.159
C: -3.572 -3.172 0.614  -0.669
N: -5.457 -5.795 -2.334  -0.621
H: -5.013 -7.534 -0.363  0.318
H: -6.686 -6.910 -0.258  0.414
H: -5.429 -6.600 0.910  0.376
H: -5.810 -4.552 -0.757  0.126
H: -3.508 -4.391 -1.649  0.344
H: -3.171 -6.003 -0.928  0.277
H: -3.476 -3.082 1.695  0.301
H: -4.640 -2.974 0.524  0.459
H: -2.994 -2.384 0.131  0.072
H: -4.706 -6.113 -2.930  0.206
H: -6.284 -6.372 -2.399  0.211
C: 1.269 4.749 2.456  -1.795
C: 0.324 3.697 1.988  1.396
C: 0.484 2.277 2.558  -0.518
O: 1.697 1.547 2.241  -0.268
C: 1.705 0.105 2.561  -0.996
N: -0.905 4.336 2.196  -0.554
H: 1.234 4.867 3.539  0.432
H: 1.140 5.732 2.003  0.432
H: 2.208 4.446 1.994  0.349
H: 0.513 3.488 0.935  -0.451
H: -0.350 1.651 2.239  0.129
H: 0.557 2.211 3.644  0.376
H: 2.104 -0.675 1.912  0.039
H: 0.695 -0.131 2.895  0.297
H: 2.434 0.001 3.365  0.439
H: -1.014 4.597 3.166  0.313
H: -1.694 3.774 1.912  0.276
C: 2.110 -1.081 -1.934  -0.335
C: 1.493 -1.933 -0.806  0.563
C: 0.078 -1.563 -0.548  -0.869
O: -0.241 -0.159 -0.163  0.034
C: -1.618 0.180 -0.205  -0.767
N: 1.568 -3.322 -1.207  -0.252
H: 1.969 -1.436 -2.955  0.003
H: 3.174 -0.870 -1.831  0.516
H: 1.798 -0.038 -1.899  0.062
H: 1.990 -1.872 0.162  -1.517
H: -0.340 -2.220 0.215  0.020
H: -0.636 -1.834 -1.325  0.329
H: -2.061 -0.064 -1.171  0.518
H: -1.745 1.258 -0.107  0.007
H: -2.069 -0.354 0.631  0.282
H: 1.820 -3.839 -0.377  0.246
H: 2.322 -3.426 -1.871  0.502
C: 2.233 -3.627 4.007  -1.701
C: 1.205 -4.162 2.900  2.595
C: 1.169 -5.705 2.758  -1.422
O: 0.083 -6.122 1.898  -0.173
C: 0.364 -6.244 0.444  0.431
N: -0.117 -3.590 3.113  -0.555
H: 3.213 -4.026 3.747  0.573
H: 2.025 -4.018 5.003  0.427
H: 2.197 -2.544 4.128  0.073
H: 1.436 -3.826 1.889  -0.857
H: 0.914 -6.103 3.740  0.275
H: 2.116 -6.225 2.613  0.389
H: -0.608 -6.370 -0.033  -0.114
H: 0.931 -7.161 0.283  0.378
H: 0.833 -5.296 0.182  -0.393
H: -0.767 -3.936 2.422  0.064
H: -0.513 -3.765 4.026  0.315
C: 0.868 5.345 -3.185  -1.339
C: 0.884 3.750 -3.338  -0.178
C: 2.135 3.008 -2.952  -0.012
O: 2.329 3.447 -1.582  -0.272
C: 3.398 2.835 -0.829  0.037
N: -0.251 3.291 -2.602  -0.687
H: -0.103 5.782 -3.418  0.369
H: 1.620 5.819 -3.816  0.397
H: 1.081 5.497 -2.127  0.223
H: 0.792 3.604 -4.414  0.448
H: 2.941 3.381 -3.583  0.269
H: 2.016 1.931 -3.068  0.198
H: 3.201 3.203 0.178  -0.205
H: 4.361 3.196 -1.189  0.228
H: 3.354 1.747 -0.889  -0.048
H: -0.035 2.324 -2.409  0.290
H: -0.106 3.767 -1.723  0.312

=====

# 2
The following is a quantum chemistry calculation of a cluster of 7 separate species, C32H83N5O12 in total, from the Open Molecules 2025 dataset.

Computed properties:
highest occupied orbital energy	-7.8	eV
LUMO energy	0.4	eV
ΔE to the lowest compared entry with this formula, charge and spin	188.1	kJ/mol
HOMO-LUMO gap	8.2	eV
structure (SMILES)	COCCNCCOC.COCCNCCOC.COCCNCCOC.COCCNCCOC.COCCNCCOC.CO.CO

Each line ends with the Mulliken charge.
Geometry (Å):
C: -0.485 -9.531 2.923  -0.686
O: -0.163 -8.383 3.678  -0.363
C: -0.375 -7.184 2.980  -0.397
C: 0.824 -6.877 2.030  -0.752
N: 0.519 -5.720 1.179  0.126
C: -0.464 -5.926 0.151  -0.702
C: -0.516 -4.753 -0.841  -0.883
O: -0.990 -3.567 -0.217  -0.200
C: -1.327 -2.644 -1.228  -0.717
H: 0.071 -9.620 1.987  0.289
H: -1.559 -9.684 2.802  0.270
H: -0.097 -10.367 3.512  0.294
H: -0.467 -6.323 3.640  0.190
H: -1.272 -7.204 2.350  0.358
H: 0.984 -7.730 1.359  0.517
H: 1.659 -6.621 2.677  0.192
H: 1.405 -5.402 0.809  0.192
H: -1.474 -6.096 0.515  0.301
H: -0.105 -6.724 -0.525  0.322
H: -1.109 -5.048 -1.709  0.533
H: 0.515 -4.581 -1.177  0.381
H: -0.494 -2.382 -1.891  0.340
H: -1.685 -1.704 -0.804  0.069
H: -2.155 -3.023 -1.838  0.415
C: -6.375 4.085 -6.691  -0.729
O: -5.023 3.761 -6.473  -0.332
C: -4.560 4.337 -5.255  -0.382
C: -3.170 3.825 -4.932  -0.542
N: -2.529 4.662 -3.915  -0.310
C: -1.402 4.000 -3.282  -0.037
C: -0.170 3.641 -4.116  -0.236
O: -0.246 2.410 -4.833  -0.376
C: 0.968 2.029 -5.424  -0.775
H: -6.528 5.165 -6.575  0.326
H: -7.102 3.615 -6.023  0.241
H: -6.595 3.847 -7.729  0.271
H: -5.307 4.147 -4.480  0.303
H: -4.456 5.415 -5.447  0.244
H: -2.602 3.845 -5.871  0.293
H: -3.226 2.763 -4.686  0.333
H: -2.256 5.514 -4.389  0.371
H: -1.763 3.202 -2.635  -0.540
H: -0.978 4.748 -2.601  0.249
H: 0.720 3.640 -3.474  0.196
H: -0.002 4.368 -4.925  0.533
H: 0.794 0.981 -5.673  0.293
H: 1.855 2.061 -4.782  0.251
H: 1.277 2.520 -6.353  0.317
C: -2.143 4.613 2.270  -0.895
O: -2.223 3.280 1.819  -0.394
C: -1.396 2.997 0.683  -0.464
C: -1.916 1.718 0.073  -0.400
N: -3.086 1.932 -0.767  0.103
C: -4.378 2.254 -0.202  -0.676
C: -5.426 2.213 -1.285  -0.548
O: -5.394 0.987 -1.992  -0.255
C: -6.533 0.777 -2.800  -0.722
H: -1.164 5.055 2.457  0.305
H: -2.652 4.645 3.239  0.293
H: -2.812 5.200 1.630  0.333
H: -0.344 2.946 0.980  0.362
H: -1.468 3.843 -0.011  0.492
H: -2.191 1.010 0.858  0.332
H: -1.144 1.360 -0.608  -0.141
H: -3.104 1.642 -1.726  0.385
H: -4.255 3.296 0.122  0.173
H: -4.672 1.654 0.669  0.304
H: -5.250 3.070 -1.955  0.111
H: -6.463 2.302 -0.934  0.505
H: -7.411 0.588 -2.179  0.304
H: -6.348 -0.087 -3.434  0.248
H: -6.647 1.643 -3.460  0.224
C: 4.157 -0.128 4.834  -0.927
O: 3.766 0.088 3.507  -0.010
C: 3.344 1.418 3.338  -1.351
C: 2.867 1.635 1.888  0.782
N: 3.635 0.848 0.933  0.128
C: 4.898 1.515 0.610  -0.643
C: 5.668 0.756 -0.439  -0.568
O: 5.904 -0.570 0.026  -0.181
C: 6.795 -1.277 -0.756  -0.887
H: 4.936 0.554 5.202  0.323
H: 4.474 -1.150 5.034  0.211
H: 3.302 0.038 5.510  0.328
H: 4.181 2.106 3.545  0.500
H: 2.559 1.685 4.058  0.476
H: 2.929 2.721 1.710  0.433
H: 1.813 1.371 1.884  -0.861
H: 3.054 0.860 0.104  0.031
H: 5.420 1.756 1.538  0.427
H: 4.662 2.528 0.233  0.182
H: 6.621 1.227 -0.698  0.428
H: 5.032 0.626 -1.326  0.211
H: 6.850 -2.317 -0.415  0.240
H: 7.833 -0.920 -0.763  0.330
H: 6.496 -1.452 -1.804  0.317
C: -0.608 -0.511 3.689  -0.699
O: 0.223 -0.082 2.638  -0.114
C: 0.296 -1.013 1.573  0.762
C: 0.936 -2.324 1.880  -0.422
N: 2.208 -2.132 2.624  0.090
C: 2.554 -3.357 3.340  -1.203
C: 1.718 -3.785 4.520  -0.230
O: 1.610 -2.750 5.493  -0.202
C: 0.758 -3.127 6.543  -0.893
H: -0.345 -1.523 4.035  0.115
H: -1.636 -0.663 3.329  0.310
H: -0.507 0.134 4.556  0.285
H: 0.825 -0.491 0.769  -0.984
H: -0.706 -1.137 1.135  0.452
H: 1.311 -2.749 0.947  0.014
H: 0.270 -3.016 2.402  0.144
H: 2.029 -1.463 3.368  0.205
H: 3.597 -3.432 3.662  0.359
H: 2.477 -4.186 2.627  0.319
H: 2.273 -4.613 4.982  0.561
H: 0.739 -4.174 4.217  0.068
H: 1.266 -3.737 7.297  0.326
H: -0.176 -3.608 6.238  0.335
H: 0.465 -2.208 7.058  0.272
C: 2.282 5.801 -1.888  -0.643
O: 2.875 4.510 -1.985  -0.411
H: 3.085 6.499 -2.135  0.361
H: 1.423 5.937 -2.547  0.202
H: 1.898 6.144 -0.920  0.252
H: 3.825 4.608 -2.023  0.264
C: 1.194 1.049 -1.845  -0.443
O: 1.571 2.012 -0.865  0.378
H: 2.074 0.713 -2.402  0.372
H: 0.742 0.163 -1.386  -0.101
H: 0.381 1.386 -2.498  0.139
H: 1.735 2.787 -1.422  -0.192

=====

# 3
The following is a quantum chemistry calculation of a cluster of 7 separate species, C32H84N6O10 in total, from the Open Molecules 2025 dataset.

Computed properties:
highest occupied orbital energy	-8.3	eV
LUMO energy	0.4	eV
ΔE to the lowest compared entry with this formula, charge and spin	0.0	kJ/mol
HOMO-LUMO gap	8.7	eV
structure (SMILES)	COC[C@H](C)N.COC[C@H](C)N.COC[C@H](C)N.COCCNCCOC.COCCNCCOC.COCCNCCOC.CCO

Each line ends with the Mulliken charge.
Geometry (Å):
C: 3.675 0.579 4.884  -0.460
O: 3.565 1.873 5.459  -0.351
C: 2.230 2.262 5.696  -0.664
C: 2.153 3.012 7.011  0.376
C: 2.718 2.163 8.151  -1.341
N: 0.774 3.383 7.252  -0.645
H: 3.358 -0.154 5.638  0.330
H: 4.696 0.386 4.572  0.267
H: 2.977 0.500 4.042  0.064
H: 1.816 2.905 4.903  0.289
H: 1.536 1.408 5.734  0.399
H: 2.728 3.937 6.968  0.288
H: 2.343 2.523 9.111  0.420
H: 3.809 2.140 8.156  0.314
H: 2.397 1.113 8.133  0.257
H: 0.143 2.612 7.407  0.221
H: 0.689 4.057 7.996  0.244
C: -4.752 -2.344 2.394  -0.647
O: -3.777 -2.417 3.366  -0.357
C: -3.472 -1.219 4.068  -0.956
C: -2.734 -0.180 3.269  0.782
C: -1.496 -0.748 2.677  -0.816
N: -2.376 0.917 4.203  -0.691
H: -5.731 -2.548 2.865  0.384
H: -4.629 -3.118 1.639  0.162
H: -4.907 -1.398 1.864  0.315
H: -4.456 -0.796 4.363  0.384
H: -2.965 -1.474 4.997  0.339
H: -3.395 0.201 2.480  0.164
H: -1.764 -1.627 2.087  0.199
H: -0.799 -1.087 3.449  0.477
H: -0.930 -0.099 2.005  -0.182
H: -3.260 1.269 4.586  0.302
H: -2.079 1.729 3.661  0.235
C: -2.081 5.666 0.281  -0.424
O: -2.294 6.235 -0.975  -0.376
C: -1.103 6.489 -1.675  -0.870
C: -0.747 5.326 -2.589  1.938
C: 0.579 5.515 -3.291  -1.552
N: -1.814 5.044 -3.604  -0.581
H: -1.622 4.672 0.215  0.012
H: -3.004 5.615 0.853  0.295
H: -1.399 6.289 0.883  0.333
H: -1.177 7.437 -2.212  0.332
H: -0.259 6.579 -0.971  0.399
H: -0.720 4.418 -1.972  -1.136
H: 0.723 4.731 -4.034  0.383
H: 1.429 5.485 -2.602  0.331
H: 0.683 6.493 -3.773  0.408
H: -2.713 5.087 -3.128  0.254
H: -1.824 5.800 -4.288  0.244
C: -4.888 -1.336 -2.131  -0.779
O: -4.095 -1.956 -1.159  -0.328
C: -3.155 -1.073 -0.531  -0.490
C: -2.294 -0.234 -1.485  -0.442
N: -1.354 0.536 -0.735  0.219
C: -0.674 1.559 -1.503  -0.638
C: 0.394 2.152 -0.628  -0.801
O: 1.348 1.138 -0.321  0.039
C: 1.948 1.368 0.944  -0.982
H: -4.455 -1.362 -3.139  0.227
H: -5.218 -0.326 -1.860  0.363
H: -5.805 -1.930 -2.237  0.287
H: -2.535 -1.776 0.030  0.106
H: -3.710 -0.419 0.156  0.263
H: -2.993 0.366 -2.068  0.575
H: -1.837 -0.958 -2.190  0.098
H: -0.629 -0.011 -0.293  -0.100
H: -1.323 2.371 -1.840  0.425
H: -0.168 1.151 -2.394  0.187
H: -0.051 2.506 0.312  0.429
H: 0.930 2.992 -1.087  0.136
H: 1.170 1.332 1.729  0.469
H: 2.459 2.323 1.079  0.300
H: 2.626 0.540 1.134  0.240
C: 4.133 2.956 -1.103  -0.738
O: 4.717 2.319 -0.002  -0.275
C: 5.667 1.360 -0.366  -0.920
C: 5.400 0.028 0.277  -0.316
N: 4.302 -0.670 -0.358  0.007
C: 4.148 -2.080 -0.076  0.736
C: 5.034 -2.945 -0.972  -0.478
O: 5.068 -4.276 -0.541  -0.464
C: 3.890 -4.995 -0.742  -0.531
H: 4.857 3.584 -1.648  0.417
H: 3.355 3.638 -0.763  0.150
H: 3.729 2.232 -1.818  0.359
H: 6.655 1.666 0.019  0.384
H: 5.846 1.211 -1.435  0.404
H: 5.283 0.082 1.369  0.163
H: 6.290 -0.575 0.055  0.412
H: 3.462 -0.135 -0.496  0.105
H: 3.115 -2.399 -0.157  -1.265
H: 4.495 -2.294 0.953  0.266
H: 6.073 -2.620 -0.997  0.381
H: 4.654 -2.823 -2.003  0.317
H: 3.188 -4.881 0.096  0.249
H: 4.145 -6.055 -0.767  0.319
H: 3.391 -4.714 -1.677  0.203
C: -3.063 -7.821 -1.665  -0.769
O: -2.814 -6.651 -2.424  -0.360
C: -2.555 -5.519 -1.641  -0.765
C: -2.383 -4.294 -2.550  0.566
N: -1.602 -4.533 -3.770  -0.461
C: -0.142 -4.676 -3.618  -0.848
C: 0.580 -3.578 -2.844  -0.064
O: 0.835 -4.021 -1.522  -0.323
C: 1.109 -2.993 -0.600  -0.401
H: -3.086 -8.643 -2.374  0.260
H: -4.017 -7.695 -1.146  0.284
H: -2.244 -8.019 -0.965  0.310
H: -1.746 -5.683 -0.911  0.390
H: -3.433 -5.276 -1.004  0.425
H: -2.052 -3.431 -1.989  -0.664
H: -3.402 -4.095 -2.896  0.249
H: -1.895 -5.456 -4.082  0.379
H: 0.355 -4.854 -4.576  0.414
H: 0.100 -5.607 -3.063  0.314
H: -0.033 -2.662 -2.844  0.032
H: 1.517 -3.289 -3.333  0.490
H: 2.063 -3.126 -0.070  0.373
H: 0.363 -3.022 0.201  0.187
H: 1.138 -2.005 -1.065  0.180
C: -2.490 0.577 -5.313  -0.763
C: -2.360 2.033 -5.607  -0.305
O: -1.153 2.555 -5.027  -0.499
H: -3.506 0.254 -5.630  0.385
H: -2.632 0.322 -4.258  -0.078
H: -1.862 -0.150 -5.819  0.391
H: -3.185 2.603 -5.169  0.276
H: -2.361 2.166 -6.696  0.256
H: -1.371 3.383 -4.565  0.361

=====

no.,M (g/mol),strongest force on any atom (eV Å⁻¹)
1,714.04,3.63
2,730.04,1.88
3,713.06,2.81